Entry from the OMol25 dataset: 2 unconnected molecules or ions with the total composition C3H10S3 at a distorted geometry (ωB97M-V/def2-TZVPD).

Calculated total energy: -1314.82957 Ha
Energy above the lowest of the compared OMol25 structures with the same formula, charge and spin: 11.63 kcal per mole
Structure (SMILES): CCS.CSS
Spin multiplicity: 1
Orbital gap: 9.4 eV

Each line ends with the natural charge from an NBO analysis.
Cartesian coordinates (Å):
C -0.50107 -1.04489 -1.53109  -0.63
C -2.00875 -1.24645 -1.55987  -0.50
S -2.98200 0.28415 -1.24537  -0.06
H -0.07755 -0.37021 -2.27340  0.22
H -0.29309 -0.37592 -0.67171  0.20
H 0.04210 -1.95853 -1.29907  0.22
H -2.27204 -1.98294 -0.81148  0.21
H -2.31263 -1.61213 -2.53899  0.22
H -3.47856 0.29128 -2.48440  0.13
C 2.77244 -0.08372 -0.16821  -0.78
S 2.45830 0.04417 1.58400  0.11
S 0.64960 1.07203 1.61064  -0.12
H 2.15745 -0.83973 -0.65714  0.21
H 2.67696 0.85010 -0.70951  0.23
H 3.80026 -0.40914 -0.36048  0.23
H -0.06111 0.16887 0.94145  0.11

Entry from the OMol25 dataset: 14 unconnected molecules or ions with the total composition C33H32Cl52O4 at a distorted geometry (ωB97M-V/def2-TZVPD).

Calculated total energy: -25507.34634 Ha
Energy above the lowest of the compared OMol25 structures with the same formula, charge and spin: 0.00 kcal per mole
Spin multiplicity: 1
Orbital gap: 9.3 eV

Each line ends with the Löwdin charge.
Cartesian coordinates (Å):
C 6.15174 0.33156 1.89171  -0.13
C 4.86260 1.19872 1.93488  -0.26
C 4.69549 2.10442 0.69001  -0.22
C 3.18762 2.32515 0.43469  -0.21
C 2.87591 3.56234 -0.44571  -0.19
C 1.77502 4.47524 0.15598  -0.21
C 0.45195 4.46162 -0.65562  -0.20
C -0.79806 4.13090 0.17397  -0.15
C -1.04588 5.10647 1.33735  -0.17
O -2.16161 4.67822 2.13126  0.07
C -3.33222 5.14197 1.71099  -0.59
O -3.54486 5.58553 0.60933  0.13
O -4.30347 5.09552 2.65553  0.03
C -5.37931 4.23156 2.23387  -0.10
C -4.95231 2.76896 2.43956  -0.33
C -6.10345 1.88053 2.98653  -0.01
O -4.28752 2.20525 1.31712  -0.08
C -5.07204 2.11885 0.14572  -0.17
C -4.29079 1.26657 -0.84218  -0.21
C -4.39812 -0.10865 -0.68781  -0.26
C -3.68073 -1.00385 -1.52947  -0.17
C -2.89143 -0.36821 -2.48256  -0.09
C -2.78779 0.99821 -2.66291  -0.07
C -3.50201 1.82988 -1.82661  -0.03
H 6.66723 0.44227 0.93773  0.04
H 6.79817 0.63951 2.71631  0.07
H 5.89630 -0.72327 2.01446  -0.01
H 4.83536 1.83671 2.82221  0.10
H 4.00433 0.52376 1.99965  0.07
H 5.16817 1.63719 -0.17561  0.08
H 5.13043 3.08277 0.91044  0.07
H 2.70588 2.40296 1.41480  0.10
H 2.78583 1.42444 -0.04134  0.09
H 2.58697 3.20147 -1.43647  0.10
H 3.78924 4.15034 -0.57324  0.09
H 2.17101 5.49579 0.10150  0.06
H 1.62781 4.24473 1.21308  0.09
H 0.34887 5.40288 -1.20247  0.06
H 0.54905 3.66830 -1.40328  0.10
H -0.70465 3.12891 0.60182  0.13
H -1.68104 4.19907 -0.46588  0.10
H -0.16200 5.07646 1.98009  0.12
H -1.14621 6.14629 1.01790  0.07
H -5.69189 4.46136 1.21593  0.12
H -6.18666 4.43601 2.93641  0.13
H -4.20496 2.79561 3.23521  0.15
H -5.86893 1.50816 3.98306  0.08
H -6.21000 1.00645 2.33873  0.07
H -7.06199 2.40224 3.00448  0.08
H -6.03674 1.62206 0.29884  0.10
H -5.24246 3.08746 -0.34230  0.13
H -5.03405 -0.46754 0.09914  -0.01
H -3.73765 -2.09273 -1.42096  0.02
H -2.31250 -1.01429 -3.13982  0.10
H -2.16417 1.44705 -3.42669  0.11
H -3.48657 2.91413 -1.89004  0.12
C 4.14531 7.25231 2.11019  -2.02
Cl 4.44822 7.86507 0.48003  0.53
Cl 2.43001 7.41758 2.49476  0.52
Cl 4.60525 5.54508 2.18236  0.55
Cl 5.09354 8.17670 3.27821  0.51
C -8.71162 -0.52256 -1.63184  -2.01
Cl -9.03532 0.79092 -2.76853  0.53
Cl -9.19171 -2.06322 -2.35019  0.50
Cl -6.98011 -0.55886 -1.25172  0.66
Cl -9.63237 -0.25509 -0.14411  0.52
C -4.26488 -3.64590 1.84487  -1.99
Cl -4.28019 -2.55739 0.44306  0.69
Cl -5.91641 -3.86533 2.44684  0.52
Cl -3.59822 -5.21294 1.37135  0.53
Cl -3.26398 -2.93692 3.11511  0.54
C 4.55112 -1.94826 -1.54624  -2.01
Cl 5.90534 -0.83555 -1.76371  0.55
Cl 3.66365 -1.52728 -0.07728  0.57
Cl 3.46447 -1.85057 -2.93218  0.50
Cl 5.16621 -3.60066 -1.40274  0.51
C 1.63823 -4.80162 -5.09658  -2.00
Cl 2.20138 -5.39153 -6.67267  0.51
Cl 0.87960 -3.21530 -5.26812  0.52
Cl 0.45912 -5.93717 -4.43130  0.52
Cl 3.02346 -4.65712 -4.00366  0.45
C 8.31786 -3.18943 1.69695  -2.03
Cl 8.90529 -4.73704 1.07814  0.53
Cl 6.55230 -3.16967 1.64055  0.51
Cl 8.85702 -2.97654 3.36561  0.53
Cl 8.95145 -1.87630 0.69960  0.54
C 0.84568 9.19082 -1.30317  -2.03
Cl 0.10496 7.85554 -0.41399  0.58
Cl -0.40028 10.07189 -2.19128  0.54
Cl 1.64525 10.28297 -0.16790  0.52
Cl 2.03590 8.54365 -2.43998  0.52
C 2.53012 -9.00116 -2.11647  -2.02
Cl 0.86935 -9.57618 -2.32388  0.52
Cl 2.63923 -7.31650 -2.63196  0.48
Cl 2.99154 -9.11463 -0.41506  0.47
Cl 3.62154 -9.99457 -3.09013  0.53
C 4.29685 -7.75026 3.31253  -2.05
Cl 4.15919 -7.43789 5.04498  0.53
Cl 4.82405 -6.27991 2.48611  0.51
Cl 5.47972 -9.03570 3.03524  0.52
Cl 2.72782 -8.25718 2.67523  0.50
C 3.39092 -13.44772 0.53041  -2.05
Cl 4.79583 -14.39437 0.02755  0.53
Cl 2.34243 -13.16103 -0.86409  0.51
Cl 2.49596 -14.33353 1.77019  0.53
Cl 3.92649 -11.89766 1.18208  0.48
C 1.12760 -1.54498 -9.40565  -2.05
Cl 1.31510 -3.14244 -8.67718  0.48
Cl -0.44509 -0.87478 -8.95339  0.52
Cl 2.41069 -0.47992 -8.81940  0.52
Cl 1.22824 -1.67602 -11.16528  0.52
C 3.17533 6.85954 6.57481  -2.04
Cl 1.55306 6.28588 6.17053  0.52
Cl 3.27847 8.59390 6.25858  0.51
Cl 3.49521 6.56021 8.28761  0.53
Cl 4.36397 5.98728 5.59612  0.50
C -10.96219 -5.86755 -1.18276  -2.06
Cl -10.94542 -4.99827 -2.72248  0.50
Cl -12.62534 -6.00435 -0.60377  0.52
Cl -10.28210 -7.48175 -1.41155  0.52
Cl -9.99507 -4.98199 0.00135  0.51

Entry from the OMol25 dataset: a molecular structure, C22H28CdN10O3S2 (ωB97M-V/def2-TZVPD).

Calculated total energy: -2592.05333 Ha
Energy above the lowest of the compared OMol25 structures with the same formula, charge and spin: 2.16 kcal per mole
Spin multiplicity: 1
Net charge: +2
Orbital gap: 7.6 eV

Each line ends with the natural charge from an NBO analysis.
Cartesian coordinates (Å):
Cd -0.37282 0.16669 0.39856  1.70
C -0.21814 -3.02551 -2.95305  -0.24
C 1.07487 -3.51202 -2.86952  -0.14
C 1.90364 -3.05963 -1.85352  -0.23
C 1.41575 -2.13431 -0.94234  0.15
N 0.15721 -1.68270 -1.01786  -0.54
C -0.63476 -2.11126 -1.99999  0.05
C 2.25518 -1.61100 0.18605  0.28
C 3.58767 -1.94908 0.36502  -0.23
C 4.26240 -1.42140 1.45461  -0.12
C 3.59726 -0.60047 2.34964  -0.21
C 2.26010 -0.31635 2.11447  0.18
N 1.63970 -0.80092 1.04252  -0.56
C 1.40744 0.49693 3.04398  0.16
C 1.85755 0.91969 4.28514  -0.22
C 0.98924 1.61029 5.11692  -0.13
C -0.30738 1.85002 4.69293  -0.24
C -0.67786 1.39842 3.43801  0.06
N 0.15994 0.74952 2.63356  -0.53
H -0.89588 -3.35056 -3.72991  0.25
H 1.43789 -4.24099 -3.58255  0.24
H 2.91059 -3.44242 -1.77193  0.23
H -1.63856 -1.70337 -2.01624  0.22
H 4.10298 -2.60516 -0.32008  0.23
H 5.30612 -1.65956 1.61172  0.25
H 4.11871 -0.19956 3.20584  0.24
H 2.86333 0.70617 4.61548  0.23
H 1.32070 1.94309 6.09157  0.25
H -1.02028 2.36568 5.32083  0.25
H -1.67871 1.55619 3.05269  0.22
N 0.59656 3.39282 1.06879  -0.64
N -0.60750 4.09390 0.93772  -0.41
C -1.67352 3.55466 0.32659  0.63
N -2.68785 4.36275 0.03853  -0.76
N -1.60241 2.23719 0.06165  -0.54
N -2.53945 1.68379 -0.75218  0.63
O -3.53900 2.25039 -1.14623  -0.40
O -2.26139 0.52816 -1.08581  -0.47
H 0.99916 3.60346 1.97317  0.38
H 1.23533 3.66322 0.32668  0.38
H -0.61619 5.09172 1.09747  0.39
H -2.64839 5.34566 0.24927  0.42
H -3.51561 3.96599 -0.38334  0.46
C -1.18238 1.64343 -3.76071  -0.41
N 0.01985 0.85184 -3.97834  -0.34
C 0.28315 0.13244 -5.13656  -0.07
C 1.49840 -0.42605 -4.99433  -0.06
N 1.95349 -0.04078 -3.74748  -0.52
C 1.06019 0.75315 -3.12321  0.28
S 1.27010 1.47060 -1.59281  -0.43
H -1.41095 2.19988 -4.66652  0.23
H -0.98387 2.33725 -2.94834  0.23
H -2.02385 1.00067 -3.50723  0.23
H -0.41631 0.08952 -5.95265  0.25
H 2.07357 -1.04130 -5.66213  0.25
H 2.85683 -0.24431 -3.35273  0.44
C -4.07820 -2.59634 1.58262  -0.82
S -2.65573 -1.86344 2.36339  1.28
C -1.48965 -3.17795 2.04806  -0.82
O -2.24839 -0.72160 1.45350  -1.08
H -3.83715 -2.82711 0.54525  0.24
H -4.89120 -1.87562 1.63622  0.26
H -4.34591 -3.49564 2.13794  0.25
H -1.80106 -4.06783 2.59445  0.26
H -0.51844 -2.84506 2.41219  0.24
H -1.45608 -3.36587 0.97456  0.24

Entry from the OMol25 dataset: FHN2O4S in the gas phase at a distorted geometry (ωB97M-V/def2-TZVPD).

Calculated total energy: -908.84108 Ha
Energy above the lowest of the compared OMol25 structures with the same formula, charge and spin: 0.00 kcal per mole
⟨S²⟩: 2.01
Spin multiplicity: 3
Orbital gap (spin up / spin down): 9.0 / 8.6 eV

Each line ends with the natural charge from an NBO analysis.
Cartesian coordinates (Å):
N 0.38441 -1.89800 0.67704  -0.25
N 0.14835 -0.67117 0.85508  0.30
O 0.58640 0.10277 1.63887  -0.19
O -0.75665 -0.17480 -0.10193  -0.57
O -0.68935 0.58175 -2.32102  -0.86
O 1.09471 1.40724 -0.74385  -0.85
F -1.32542 1.97641 -0.47350  -0.47
S -0.22861 0.94933 -1.03342  2.56
H 0.78616 -2.27352 1.50273  0.34

Question: Look up the spin multiplicity of the first one.
Answer: 1

Question: What is the spin multiplicity in the first record?
Answer: 1

Question: spin multiplicity of number 4 (FHN2O4S)?
Answer: 3

Question: Look up the spin multiplicity of the first one.
Answer: 1